This record from the OMol25 dataset describes a 7-piece molecular cluster, C32H83N9O12 overall at a distorted geometry. The level of theory is ωB97M-V/def2-TZVPD.

Each line ends with the Mulliken charge.
CARTESIAN COORDINATES (ANGSTROEM)
C  3.212  13.411  16.010  -0.84
O  4.176  14.447  16.036  -0.16
C  4.747  14.638  14.780  -0.78
C  5.819  15.671  15.048  -0.82
N  5.174  16.865  15.598  -0.30
C  5.992  17.925  16.158  -0.48
C  6.827  18.669  15.024  -0.70
O  5.900  19.430  14.221  -0.32
C  6.464  20.325  13.318  -0.80
H  2.479  13.575  15.220  0.38
H  2.689  13.390  16.966  0.24
H  3.740  12.466  15.881  0.24
H  3.943  15.016  14.147  0.45
H  5.183  13.727  14.369  0.40
H  6.418  16.054  14.221  0.46
H  6.521  15.180  15.721  0.39
H  4.762  16.630  16.489  0.29
H  6.619  17.551  16.967  0.19
H  5.279  18.593  16.641  0.43
H  7.520  17.985  14.535  0.35
H  7.503  19.394  15.479  0.43
H  6.863  19.796  12.452  0.30
H  7.244  20.967  13.728  0.32
H  5.783  21.086  12.937  0.28
C  6.726  9.685  14.445  -0.79
O  7.640  10.739  14.545  -0.34
C  7.940  10.989  15.968  -0.38
C  8.662  12.295  16.175  1.24
N  9.792  12.476  15.223  -0.31
C  10.202  13.826  15.128  -0.30
C  11.414  14.101  14.287  -0.81
O  10.952  13.995  12.929  -0.30
C  12.014  14.009  11.968  -0.80
H  6.624  9.546  13.369  0.29
H  5.733  9.766  14.889  0.23
H  7.239  8.780  14.769  0.35
H  8.611  10.205  16.318  0.43
H  7.030  10.970  16.568  0.29
H  8.975  12.276  17.219  -0.57
H  7.992  13.151  16.255  -0.77
H  9.579  12.147  14.292  0.40
H  10.426  14.155  16.143  0.35
H  9.377  14.456  14.795  0.16
H  12.257  13.449  14.520  0.37
H  11.778  15.093  14.554  0.45
H  12.621  14.897  12.142  0.31
H  11.598  13.975  10.961  0.25
H  12.625  13.108  11.909  0.31
C  3.750  15.240  22.592  -0.73
O  4.109  13.872  22.318  -0.38
C  3.377  12.868  23.113  -1.03
C  3.530  11.359  22.748  -0.42
N  4.852  10.788  23.061  -0.15
C  5.003  9.409  22.661  -1.25
C  5.446  9.257  21.179  -0.06
O  4.492  9.673  20.259  -0.32
C  4.930  9.314  18.943  -0.83
H  4.257  15.965  21.954  0.15
H  3.911  15.493  23.640  0.27
H  2.675  15.218  22.412  0.39
H  2.334  13.179  23.044  0.48
H  3.770  12.989  24.122  0.32
H  3.378  11.354  21.669  0.20
H  2.838  10.709  23.284  0.59
H  5.600  11.342  22.668  -0.22
H  4.082  8.852  22.835  0.49
H  5.761  9.073  23.369  0.45
H  5.392  8.169  21.134  0.44
H  6.280  9.920  20.953  0.07
H  4.847  8.228  18.885  0.42
H  5.945  9.594  18.661  0.27
H  4.224  9.633  18.177  0.25
C  11.230  17.326  22.036  0.05
O  11.331  15.904  22.207  -0.45
C  10.486  15.044  21.394  -0.70
C  8.971  15.321  21.594  1.62
N  8.504  16.564  20.926  -0.33
C  7.085  16.745  21.198  0.94
C  6.787  18.062  20.422  -0.74
O  7.512  19.155  20.967  -0.21
C  7.511  20.253  20.142  -0.92
H  11.331  17.672  21.007  0.30
H  12.036  17.800  22.597  0.29
H  10.304  17.668  22.497  -0.43
H  10.779  14.028  21.660  0.12
H  10.669  15.101  20.322  0.43
H  8.795  15.263  22.668  -0.49
H  8.430  14.442  21.243  -0.57
H  8.855  17.297  21.526  0.07
H  6.924  16.921  22.262  -0.38
H  6.432  15.894  21.001  -0.14
H  5.715  18.227  20.530  0.52
H  6.986  17.870  19.368  0.09
H  6.462  20.542  20.066  0.36
H  7.863  20.000  19.142  0.34
H  8.017  21.198  20.336  0.28
C  9.724  20.362  23.733  -0.43
O  9.311  19.865  25.063  -0.35
C  10.243  18.936  25.644  -0.23
C  9.409  18.296  26.845  -1.01
N  8.201  17.583  26.461  -0.36
C  8.364  16.431  25.561  0.02
C  7.150  15.667  25.112  -0.27
O  7.608  14.404  24.636  -0.41
C  6.606  13.640  24.037  -0.02
H  9.406  19.669  22.953  -0.04
H  10.764  20.670  23.625  0.32
H  9.133  21.277  23.728  0.30
H  11.007  19.533  26.142  0.44
H  10.613  18.172  24.960  0.18
H  9.023  19.114  27.454  0.44
H  10.059  17.783  27.553  0.40
H  7.602  18.264  26.015  0.34
H  8.949  15.630  26.013  0.19
H  8.867  16.818  24.676  -0.19
H  6.544  16.133  24.335  -0.03
H  6.448  15.652  25.946  0.49
H  6.093  14.179  23.240  -0.07
H  5.880  13.512  24.840  0.45
H  7.046  12.745  23.597  0.11
N  10.613  11.154  21.467  -0.29
C  9.497  11.383  20.968  0.26
N  9.588  11.616  19.640  -0.01
O  8.460  11.375  21.634  -0.62
H  10.831  10.915  22.424  0.27
H  11.341  11.071  20.772  0.13
H  8.718  11.921  19.228  -0.03
H  10.403  11.462  19.064  0.18
N  6.167  12.880  21.116  2.42
C  6.151  13.086  19.857  -0.28
N  5.204  13.896  19.584  0.10
O  6.892  12.596  19.036  -0.77
H  6.768  12.123  21.409  -0.49
H  5.360  13.225  21.615  -0.51
H  5.104  13.991  18.583  0.14
H  4.570  14.318  20.247  -0.14

## Properties
- structure (SMILES) = COCCNCCOC.COCCNCCOC.COCCNCCOC.COCCNCCOC.COCCNCCOC.NC(N)=O.NC(N)=O
- HOMO (eV) = -8.4
- total charge = 0
- Kohn-Sham gap (eV) = 9.0
- strongest force on any atom (eV/Å) = 8.2
- spin multiplicity = 1

This record from the OMol25 dataset describes one molecule with the formula CH6BN at a distorted geometry. The level of theory is ωB97M-V/def2-TZVPD.

Each line ends with the Mulliken charge.
CARTESIAN COORDINATES (ANGSTROEM)
B  -1.495  0.211  -0.032  0.02
N  -0.215  -0.367  -0.024  -0.20
C  1.122  0.113  -0.029  -0.73
H  -2.459  -0.411  0.151  -0.07
H  -1.701  1.353  0.046  -0.08
H  -0.146  -1.419  -0.160  0.22
H  1.399  1.124  -0.385  0.30
H  1.632  -0.110  0.990  0.26
H  1.863  -0.494  -0.555  0.28

## Properties
- structure (SMILES) = BNC
- HOMO (eV) = -10.0
- total charge = 0
- Kohn-Sham gap (eV) = 10.8
- strongest force on any atom (eV/Å) = 3.7
- spin multiplicity = 1

This record from the OMol25 dataset describes C37H37MgN3P2 as an isolated structure at a distorted geometry. The level of theory is ωB97M-V/def2-TZVPD.

Each line ends with the Mulliken charge.
CARTESIAN COORDINATES (ANGSTROEM)
Mg  -0.153  1.192  -1.030  1.07
C  -2.084  1.039  -2.965  -0.36
C  -1.907  -0.247  -2.589  0.20
C  -1.211  -1.300  -3.408  -0.86
C  0.161  -0.818  -3.924  -1.12
C  0.863  0.004  -2.903  -0.26
C  0.753  1.374  -2.791  0.20
C  -0.014  2.217  -3.757  -0.94
C  -1.418  1.747  -4.110  -0.81
C  2.051  0.082  3.016  -1.50
H  -3.014  1.548  -2.657  0.42
H  -2.560  -0.670  -1.816  0.45
H  -1.799  -1.615  -4.295  0.43
H  -1.072  -2.206  -2.785  0.18
H  0.766  -1.720  -4.148  0.52
H  0.013  -0.248  -4.856  0.27
H  1.751  -0.533  -2.544  0.45
H  1.492  1.939  -2.185  0.10
H  0.618  2.196  -4.649  0.38
H  -0.045  3.235  -3.337  0.30
H  -1.968  2.687  -4.285  0.40
H  -1.382  1.173  -5.056  0.36
H  1.491  0.996  3.223  0.42
H  3.030  0.072  3.523  0.46
H  1.432  -0.772  3.301  0.38
P  -1.721  -0.717  1.124  0.82
P  2.418  0.028  1.277  1.71
C  -0.120  -1.111  0.434  -0.50
C  0.989  -0.260  0.199  0.04
C  -2.640  -2.300  1.228  -0.05
C  -2.941  -3.176  0.154  0.26
C  -3.714  -4.323  0.358  -0.61
C  -4.167  -4.652  1.633  -0.55
C  -3.821  -3.828  2.705  -0.62
C  -3.070  -2.673  2.507  -0.57
C  -2.851  0.508  0.389  0.75
C  -2.389  1.786  -0.019  0.27
C  -3.162  2.939  0.211  -1.69
C  -4.551  2.740  0.141  -0.57
C  -5.085  1.433  0.146  -0.63
C  -4.253  0.315  0.299  -0.46
C  3.788  -1.135  1.133  0.28
C  3.587  -2.482  1.497  -0.60
C  4.685  -3.327  1.670  -0.64
C  5.982  -2.832  1.448  -0.45
C  6.178  -1.502  1.055  -0.68
C  5.084  -0.649  0.911  -0.26
C  2.921  1.670  0.679  0.34
C  2.550  2.785  1.450  -0.63
C  2.731  4.076  0.940  -0.80
C  3.190  4.244  -0.370  -0.61
C  3.542  3.134  -1.150  -0.58
C  3.458  1.845  -0.608  -0.22
H  -0.115  -2.123  0.021  0.48
H  1.341  -0.245  -0.842  -0.76
H  -2.600  -2.970  -0.859  0.16
H  -3.987  -4.951  -0.490  0.41
H  -4.761  -5.551  1.795  0.37
H  -4.154  -4.077  3.707  0.41
H  -2.826  -2.027  3.348  0.34
H  -1.748  1.893  -0.919  -0.29
H  -2.656  3.903  0.040  0.37
H  -5.209  3.608  0.086  0.39
H  -6.166  1.281  0.064  0.37
H  -4.670  -0.692  0.394  0.39
H  2.563  -2.850  1.633  0.39
H  4.526  -4.369  1.970  0.39
H  6.850  -3.476  1.603  0.36
H  7.179  -1.100  0.888  0.39
H  5.211  0.390  0.597  0.30
H  2.172  2.650  2.463  0.31
H  2.551  4.955  1.566  0.45
H  3.290  5.239  -0.802  0.40
H  3.936  3.252  -2.161  0.43
H  3.820  0.977  -1.165  0.41
N  -0.966  0.592  2.237  -0.20
C  -1.331  0.669  3.392  0.63
N  -1.936  0.549  4.474  -0.65
C  -1.521  0.349  5.711  0.51
N  -1.206  0.218  6.831  -0.58

## Properties
- HOMO (alpha / beta) (eV) = -4.4 / -4.3
- total charge = 0
- Kohn-Sham gap (alpha / beta) (eV) = 3.6 / 3.4
- strongest force on any atom (eV/Å) = 4.0
- spin multiplicity = 1

This record from the OMol25 dataset describes one molecule with the formula C24H23FN4O4 at a distorted geometry. The level of theory is ωB97M-V/def2-TZVPD.

Each line ends with the Mulliken charge.
CARTESIAN COORDINATES (ANGSTROEM)
N  4.150  -1.076  -0.679  -0.28
C  2.968  -0.927  -1.311  0.19
O  2.832  -0.207  -2.275  -0.65
C  1.833  -1.740  -0.710  -0.72
C  1.403  -1.191  0.669  -0.68
N  0.418  -2.071  1.250  -0.03
C  0.683  -2.820  2.349  0.40
O  1.729  -2.732  2.962  -0.66
C  -0.419  -3.737  2.762  0.31
C  -1.253  -4.371  1.847  -0.26
C  -2.244  -5.229  2.292  -0.71
C  -2.413  -5.457  3.647  -0.36
C  -1.577  -4.838  4.562  -0.54
C  -0.579  -3.989  4.121  -0.41
C  0.925  0.235  0.532  0.50
C  -0.427  0.582  0.435  -0.61
C  -0.817  1.878  0.220  -0.99
C  0.112  2.922  0.033  1.06
N  -0.271  4.187  -0.241  -0.20
C  -1.534  4.589  -0.799  -0.92
C  -1.587  4.367  -2.329  -1.10
C  -1.454  2.903  -2.632  0.33
C  -0.203  2.342  -2.863  -0.22
C  -0.044  0.972  -2.976  -0.40
C  -1.166  0.174  -2.862  0.47
F  -1.028  -1.173  -2.904  -0.43
C  -2.433  0.701  -2.689  -0.73
C  -2.567  2.072  -2.572  -0.37
C  1.479  2.574  0.199  -0.74
N  2.538  3.503  0.069  1.19
O  3.680  3.112  0.223  -0.68
O  2.279  4.676  -0.204  -0.79
C  1.849  1.249  0.452  0.00
H  4.940  -0.536  -0.991  0.28
H  4.255  -1.663  0.130  0.21
H  0.985  -1.706  -1.395  0.12
H  2.155  -2.776  -0.592  0.53
H  2.255  -1.218  1.360  0.71
H  -0.440  -2.213  0.743  0.33
H  -1.117  -4.229  0.784  0.49
H  -2.884  -5.725  1.577  0.39
H  -3.191  -6.124  3.989  0.39
H  -1.700  -5.022  5.619  0.38
H  0.091  -3.507  4.817  0.42
H  -1.190  -0.173  0.542  0.30
H  -1.869  2.098  0.164  0.27
H  0.504  4.830  -0.388  0.29
H  -2.352  4.047  -0.322  0.36
H  -1.660  5.653  -0.586  0.43
H  -0.775  4.926  -2.794  0.38
H  -2.537  4.754  -2.699  0.43
H  0.665  2.978  -2.942  0.38
H  0.932  0.533  -3.111  0.56
H  -3.287  0.045  -2.631  0.45
H  -3.547  2.499  -2.417  0.43
H  2.903  1.048  0.569  0.53

## Properties
- structure (SMILES) = NC(=O)C[C@H](NC(=O)c1ccccc1)c1ccc(NCCc2ccc(F)cc2)c([N+](=O)[O-])c1
- HOMO (eV) = -8.1
- total charge = 0
- Kohn-Sham gap (eV) = 7.7
- strongest force on any atom (eV/Å) = 1.3
- spin multiplicity = 1

This record from the OMol25 dataset describes a 3-piece molecular cluster, C5H13NO2 overall at a distorted geometry. The level of theory is ωB97M-V/def2-TZVPD.

Each line ends with the Mulliken charge.
CARTESIAN COORDINATES (ANGSTROEM)
N  0.802  0.089  1.144  -0.51
C  -0.257  0.200  0.252  0.37
C  -0.578  -0.972  -0.631  -0.99
C  -2.621  3.063  -0.552  -1.20
C  -2.007  1.722  -0.640  0.14
C  -0.982  1.380  0.209  -0.06
H  0.878  -0.885  1.412  0.32
H  1.673  0.305  0.649  0.36
H  0.293  -1.207  -1.245  0.29
H  -0.841  -1.852  -0.043  0.30
H  -2.305  3.724  -1.361  0.33
H  -2.368  3.499  0.412  0.34
H  -3.712  3.011  -0.593  0.37
H  -2.305  1.069  -1.453  0.28
H  -0.703  2.142  0.930  0.35
H  2.494  -2.112  0.054  0.39
H  3.857  -1.758  -0.664  0.31
O  3.002  -1.404  -0.414  -0.65
H  1.759  -3.825  0.983  0.33
H  -1.410  -0.708  -1.279  0.33
O  1.431  -2.925  0.760  -0.39

## Properties
- HOMO (alpha / beta) (eV) = -14.5 / -14.4
- total charge = +1
- Kohn-Sham gap (alpha / beta) (eV) = 8.7 / 7.5
- strongest force on any atom (eV/Å) = 1.5
- spin multiplicity = 2
- expectation value of S² = 0.753